Record 1
Formula: C28H42N2O6
Source: the OMol25 dataset
Level of theory: the ωB97M-V functional and the def2-TZVPD basis

Calculated values
E_HOMO ... -8.000 eV
SMILES string ... COc1ccc(CN2CCOCCOCCN(Cc3ccc(OC)cc3)CCOCCOCC2)cc1
LUMO ... 0.8 eV
Gap between HOMO and LUMO ... 0.3220 hartree

XYZ file:
```
78
Properties=species:S:1:pos:R:3:forces:R:3:nbo_charge:R:1
C -4.70750 -0.45174 2.41056 0.03 0.06 0.21 -0.25
O -4.88637 -0.95748 1.11111 -0.01 -0.08 -0.32 -0.50
C -3.77715 -1.21524 0.36060 0.10 -0.07 -0.09 0.28
C -2.46706 -1.02867 0.78207 -0.30 0.05 0.25 -0.25
C -1.41520 -1.31811 -0.07033 -0.03 -0.13 -0.22 -0.24
C -1.64027 -1.80730 -1.34559 0.03 -0.01 0.03 0.01
C -0.49913 -2.07704 -2.29625 0.04 0.06 0.03 -0.25
N 0.79141 -2.04694 -1.63002 -0.02 -0.06 -0.21 -0.45
C 1.09619 -3.31713 -0.99570 0.15 0.01 0.28 -0.25
C 2.20072 -3.16569 0.06357 0.06 0.04 -0.16 -0.08
O 2.10477 -4.11184 1.11420 0.13 -0.19 -0.16 -0.53
C 1.18509 -3.80388 2.13392 0.09 0.31 0.35 -0.08
C 1.57521 -2.57226 2.96350 -0.09 -0.38 -0.09 -0.09
O 1.05304 -1.43542 2.31895 -0.10 0.03 -0.11 -0.56
C 1.48344 -0.19067 2.81852 -0.06 0.28 -0.08 -0.06
C 0.96055 0.84321 1.81461 0.17 -0.46 0.37 -0.24
N 1.18762 2.20915 2.22727 -0.08 -0.14 -0.23 -0.47
C 0.08355 3.14230 2.01735 -0.08 0.07 0.30 -0.25
C -0.93310 2.75983 0.96723 0.02 0.08 0.00 0.01
C -0.56867 2.40674 -0.32450 -0.09 0.09 0.18 -0.15
C -1.50873 2.02130 -1.26385 -0.16 -0.05 -0.26 -0.35
C -2.85772 2.00219 -0.93172 -0.06 0.12 0.19 0.39
O -3.86905 1.65399 -1.77184 -0.01 0.10 0.34 -0.51
C -3.54283 1.22574 -3.07046 0.09 -0.05 -0.22 -0.25
C -3.23727 2.37786 0.35687 -0.11 -0.07 -0.29 -0.29
C -2.28739 2.73766 1.28842 0.13 0.00 -0.07 -0.22
C 2.51405 2.71631 1.98920 0.14 0.18 -0.43 -0.22
C 2.90340 3.09814 0.54748 -0.02 0.10 0.41 -0.09
O 3.07457 1.94341 -0.24581 -0.12 -0.20 0.16 -0.56
C 3.69500 2.21174 -1.48303 0.20 -0.18 -0.28 -0.09
C 3.95209 0.90027 -2.24059 -0.02 0.44 0.17 -0.08
O 2.92674 0.56990 -3.14318 -0.09 -0.10 -0.28 -0.54
C 1.76679 0.00334 -2.56199 -0.04 -0.20 0.02 -0.07
C 1.85726 -1.52872 -2.46502 0.02 0.34 -0.03 -0.24
C -2.95454 -2.00698 -1.75793 0.04 0.00 0.15 -0.22
C -4.01016 -1.71333 -0.92162 -0.10 0.07 0.12 -0.25
H -5.70995 -0.29574 2.80706 0.09 0.01 0.02 0.20
H -4.17394 -1.16435 3.04894 0.00 0.04 -0.02 0.17
H -4.16706 0.49995 2.40013 0.01 -0.04 0.01 0.18
H -2.24562 -0.65660 1.76977 -0.01 0.06 0.13 0.21
H -0.40250 -1.17181 0.26603 0.14 0.04 0.05 0.24
H -0.66702 -3.04002 -2.81156 0.04 0.10 -0.02 0.18
H -0.51024 -1.30142 -3.06757 0.03 -0.06 -0.04 0.20
H 1.37673 -4.09352 -1.72854 -0.09 0.03 0.04 0.17
H 0.18515 -3.64858 -0.49272 0.02 -0.06 0.00 0.21
H 2.15730 -2.14599 0.45624 0.07 -0.02 -0.08 0.19
H 3.18728 -3.34511 -0.37231 -0.08 0.10 0.00 0.18
H 0.17913 -3.62988 1.73114 -0.02 -0.05 0.06 0.18
H 1.17210 -4.68996 2.77206 -0.09 0.09 0.00 0.19
H 1.16275 -2.65794 3.98059 0.03 0.01 -0.07 0.17
H 2.67118 -2.51023 3.03930 -0.08 -0.03 0.00 0.18
H 2.58101 -0.16718 2.88801 -0.05 -0.01 0.01 0.16
H 1.07299 -0.00436 3.82191 0.03 0.02 -0.07 0.17
H -0.11293 0.67744 1.72978 0.06 -0.06 -0.04 0.22
H 1.41636 0.61816 0.84258 -0.17 -0.06 -0.01 0.20
H -0.44525 3.24981 2.97577 -0.06 0.17 -0.18 0.19
H 0.50111 4.12362 1.77044 0.00 -0.02 0.07 0.20
H 0.47039 2.41257 -0.61084 0.24 -0.05 -0.03 0.20
H -1.17448 1.73943 -2.24936 0.00 -0.05 -0.13 0.22
H -4.49035 0.97138 -3.54265 0.08 -0.01 -0.02 0.20
H -3.05480 2.02066 -3.64500 -0.01 -0.03 0.03 0.17
H -2.90136 0.33947 -3.04651 -0.01 0.05 -0.01 0.18
H -4.28832 2.37121 0.60028 -0.14 -0.02 0.04 0.22
H -2.60114 3.01333 2.28613 -0.02 0.01 0.11 0.21
H 2.64728 3.61016 2.60726 0.13 -0.04 -0.02 0.20
H 3.22243 1.95973 2.33145 0.13 0.10 0.04 0.20
H 2.14610 3.76010 0.10000 0.05 0.00 0.02 0.16
H 3.85240 3.65720 0.58626 -0.08 -0.01 -0.01 0.17
H 4.65185 2.72723 -1.30524 -0.07 -0.04 -0.01 0.17
H 3.06297 2.86820 -2.10014 0.08 -0.05 0.01 0.18
H 4.11731 0.10287 -1.50629 0.07 0.01 0.00 0.18
H 4.84738 1.01321 -2.85653 -0.01 -0.02 0.13 0.19
H 1.58694 0.40830 -1.56209 -0.05 -0.01 0.00 0.19
H 0.94194 0.30077 -3.21463 -0.03 -0.02 0.11 0.18
H 1.85720 -1.96333 -3.47902 0.07 -0.02 0.06 0.17
H 2.81128 -1.77897 -1.99956 0.05 0.00 -0.04 0.20
H -3.15229 -2.39615 -2.74777 -0.04 -0.06 -0.11 0.21
H -5.03068 -1.85826 -1.23884 -0.14 -0.02 -0.04 0.22
```
Forces are in eV/Å.

Record 2
Formula: C2H7N3O
Source: the OMol25 dataset
Level of theory: the ωB97M-V functional and the def2-TZVPD basis

Calculated values
E_HOMO ... -9.849 eV
SMILES string ... NC(N)=O.C=N
LUMO ... 0.9 eV
Gap between HOMO and LUMO ... 0.3968 hartree

XYZ file:
```
13
Properties=species:S:1:pos:R:3:forces:R:3:nbo_charge:R:1
N 0.92126 0.82645 0.56707 0.06 0.10 0.07 -0.86
C 1.25836 -0.49651 0.44394 -0.14 -0.11 0.02 0.78
N 2.55868 -0.81040 0.74540 -0.27 0.17 0.12 -0.85
O 0.45358 -1.34105 0.08717 0.10 -0.23 -0.05 -0.68
H -0.07982 0.98217 0.55119 -0.01 0.05 -0.04 0.43
H 1.44370 1.38309 1.22246 -0.03 0.02 -0.02 0.38
H 2.81162 -1.77215 0.61594 0.17 0.04 -0.10 0.41
H 3.26007 -0.09333 0.76277 0.11 -0.14 -0.02 0.39
C -2.76748 0.49201 -1.19402 0.01 0.18 -0.33 -0.03
N -2.00820 0.26058 -0.21324 -0.49 -0.11 -0.03 -0.63
H -3.29753 1.44005 -1.28142 0.14 0.12 0.14 0.15
H -2.92275 -0.18461 -2.04134 -0.05 -0.19 0.23 0.14
H -1.63151 -0.68631 -0.26591 0.39 0.10 0.01 0.37
```
Forces are in eV/Å.